Density functional theory data (ωB97M-V with the def2-TZVPD basis set) for a structure of composition C4H4O5Rh at a distorted geometry.

Structure (ORCA input):
```
! wB97M-V def2-TZVPD RIJCOSX def2/J DEFGRID3
* xyz 0 6
O 0.842 -0.875 -0.097
H -0.698 2.459 1.171
O -0.379 0.433 1.316
C -0.154 1.668 0.639
C -0.693 1.411 -0.776
O -1.154 0.062 -0.722
C -0.526 -0.584 0.356
H 0.917 1.917 0.629
H 0.092 1.524 -1.539
H -1.541 2.057 -1.040
Rh -1.146 -2.513 0.937
C 1.351 -2.173 -0.281
O 2.492 -2.273 -0.722
O 0.598 -3.112 0.128
*
```

Results
- Energy above the lowest of the compared OMol25 structures with the same formula, charge and spin: 90.3 kJ/mol
- HOMO level (spin up / spin down): -7.192 / -10.786 eV
- Calculated total energy: -641.28911 Ha
- Frontier orbital gap (spin up / spin down): 7.397 / 6.202 eV
- Molar mass: 235.0 g/mol
- E_LUMO (spin up / spin down): 0.204 / -4.585 eV